This record from OMol25 describes a single C4H8N2O molecule at a distorted geometry. The level of theory is ωB97M-V with the def2-TZVPD basis set.

Cartesian coordinates (Å):
C -2.035 0.152 0.422
C -1.090 0.046 -0.493
C 0.399 0.159 -0.214
C 0.898 -1.088 0.513
N 1.096 0.331 -1.472
N 0.528 1.394 0.568
O 0.506 1.303 1.778
H -3.073 0.014 0.170
H -1.821 0.385 1.452
H -1.306 -0.160 -1.531
H 0.672 -1.972 -0.082
H 1.976 -1.017 0.661
H 0.409 -1.165 1.485
H 2.089 0.463 -1.306
H 0.750 1.153 -1.953

Output
DFT total energy, eV: -9302.510
LUMO level, Eh: 0.0010
SMILES: C=C[C@@](C)(N)N=O
Gap between HOMO and LUMO, hartree: 0.33035
Energy above the lowest of the compared OMol25 structures with the same formula, charge and spin, eV: 3.884
E_HOMO, eV: -9.0